17
Properties=species:S:1:pos:R:3:lowdin_charge:R:1 method="wB97M-V/def2-TZVPD" fmax_ev_per_a=4.11 lumo_energy_ha=0.034 e_tot_ev=-6388.6356 multiplicity=1 relative_energy_kj_mol=143.32 homo_lumo_gap_ev=11.52
C 0.21622 -0.17748 0.16901 -0.2313
H -0.65270 0.66740 -1.71322 0.0613
C -0.64625 0.30421 1.34071 -0.2599
H -0.42052 1.19613 1.95309 0.1037
H -2.29898 0.64262 0.03969 0.0678
H 0.96431 0.22997 -1.96869 0.0455
H 0.42068 -1.23403 0.16480 0.0848
H 2.45058 -0.18395 -1.08923 -0.0229
H -0.52949 -0.44148 2.15712 0.0965
H -2.61341 -0.80833 1.13523 0.0709
H 1.15847 0.37516 0.29635 0.0810
C 0.07830 -0.12249 -1.46149 -0.0797
H -2.79148 0.93279 1.64450 0.0589
C -2.19209 0.20880 1.07912 -0.1173
H 3.86189 -0.62510 -0.80801 0.0422
O 3.36906 0.09785 -1.21397 -0.0611
H -0.37460 -1.06206 -1.72501 0.0598